[1]
A structure of composition C55H39ClN5O6S3Sr, computed with ωB97M-V/def2-TZVPD.

Calculated values
gap between HOMO and LUMO: 8.106 eV

```
! wB97M-V def2-TZVPD RIJCOSX def2/J DEFGRID3
* xyz 1 1
Sr -0.011 1.250 -1.368
N 0.163 3.939 -5.368
C 1.525 4.100 -5.191
C 2.459 4.884 -5.858
C 3.761 4.794 -5.414
C 4.116 3.950 -4.349
C 3.185 3.174 -3.693
C 1.858 3.259 -4.123
N 0.708 2.614 -3.666
C -0.260 3.047 -4.436
C -1.645 2.603 -4.310
C -2.705 2.923 -5.101
S -4.106 2.123 -4.546
C -3.192 1.401 -3.300
N -1.936 1.736 -3.285
H -0.409 4.412 -6.044
H 2.183 5.531 -6.680
H 4.527 5.386 -5.896
H 5.149 3.914 -4.031
H 3.458 2.536 -2.866
H -2.734 3.566 -5.964
H -3.620 0.722 -2.577
O 3.702 4.919 1.903
C 2.466 5.231 2.245
O 2.206 5.930 3.191
C 1.374 4.696 1.374
C 0.028 4.990 1.529
Cl -0.759 5.984 2.649
N -0.664 4.266 0.618
N 0.169 3.506 -0.114
C 1.396 3.757 0.319
C 2.548 3.014 -0.332
O 3.691 3.447 -0.150
O 2.222 2.007 -1.020
C -2.063 4.227 0.324
C -2.691 2.996 0.189
C -4.040 2.947 -0.127
C -4.759 4.121 -0.303
C -4.119 5.347 -0.177
C -2.768 5.404 0.130
H 3.738 4.340 1.075
H -2.154 2.065 0.332
H -4.528 1.986 -0.220
H -5.814 4.081 -0.539
H -4.671 6.265 -0.322
H -2.261 6.355 0.214
C -6.835 -4.640 1.154
C -5.605 -3.838 0.835
C -5.096 -3.789 -0.464
C -3.958 -3.062 -0.759
C -3.321 -2.365 0.260
C -3.812 -2.391 1.559
C -4.950 -3.130 1.839
S -1.840 -1.427 0.031
O -2.055 -0.436 -1.103
C -0.729 -2.635 -0.668
C -0.741 -2.876 -2.061
C 0.181 -3.720 -2.598
C 1.155 -4.350 -1.779
C 2.123 -5.224 -2.326
C 3.061 -5.811 -1.526
C 3.077 -5.553 -0.140
C 2.156 -4.712 0.419
C 1.172 -4.090 -0.388
C 0.206 -3.197 0.161
C 0.208 -2.897 1.622
C -0.545 -3.727 2.504
C -1.282 -4.845 2.037
C -2.024 -5.596 2.903
C -2.064 -5.273 4.276
C -1.357 -4.207 4.754
C -0.579 -3.407 3.882
C 0.155 -2.290 4.360
C 0.875 -1.512 3.507
C 0.893 -1.825 2.130
S 1.593 -0.663 0.964
O 0.631 0.511 1.023
C 3.044 -0.122 1.827
C 3.069 1.153 2.364
C 4.236 1.609 2.959
C 5.368 0.805 3.020
C 6.640 1.307 3.643
C 5.312 -0.478 2.469
C 4.162 -0.945 1.861
H -7.246 -5.112 0.263
H -7.607 -4.008 1.593
H -6.605 -5.423 1.878
H -5.600 -4.337 -1.251
H -3.567 -3.038 -1.768
H -3.297 -1.849 2.344
H -5.333 -3.158 2.852
H -1.465 -2.363 -2.681
H 0.188 -3.919 -3.663
H 2.108 -5.418 -3.392
H 3.797 -6.479 -1.954
H 3.822 -6.028 0.484
H 2.167 -4.523 1.485
H -1.257 -5.098 0.985
H -2.583 -6.446 2.536
H -2.654 -5.878 4.951
H -1.378 -3.958 5.808
H 0.130 -2.062 5.418
H 1.428 -0.653 3.865
H 2.189 1.780 2.297
H 4.269 2.615 3.358
H 6.517 2.317 4.028
H 7.449 1.319 2.911
H 6.951 0.661 4.465
H 6.192 -1.109 2.502
H 4.136 -1.932 1.412
*
```

Results of the Löwdin charge analysis, in e, for atoms 1 through 8: 1.486 0.180 -0.183 -0.017 -0.077 -0.064 0.002 -0.200

[2]
A structure of composition C25H32FIrN4O2P, computed with ωB97M-V/def2-TZVPD.

Calculated values
gap between HOMO and LUMO (alpha / beta): 8.580 / 7.062 eV
expectation value of S²: 8.770

```
! wB97M-V def2-TZVPD RIJCOSX def2/J DEFGRID3
* xyz 2 6
Ir 0.348 0.108 -0.528
N 1.895 -1.119 -1.715
C 2.567 -0.266 -2.714
C 2.901 1.077 -2.085
N 1.685 1.780 -1.612
C 0.952 2.393 -2.745
C -0.562 2.267 -2.632
N -0.934 0.874 -2.331
C 2.031 2.750 -0.551
C 0.827 3.163 0.277
N 0.175 1.962 0.838
H 2.538 -1.354 -0.961
H 1.563 -1.983 -2.131
H 1.898 -0.153 -3.568
H 3.486 -0.726 -3.082
H 3.451 1.698 -2.798
H 3.542 0.909 -1.220
H 1.267 1.891 -3.660
H 1.232 3.445 -2.851
H -1.013 2.614 -3.563
H -0.966 2.883 -1.831
H -0.924 0.296 -3.165
H -1.867 0.854 -1.919
H 2.507 3.636 -0.981
H 2.749 2.260 0.105
H 0.099 3.711 -0.316
H 1.163 3.836 1.068
H -0.788 2.152 1.103
H 0.677 1.636 1.662
O -2.722 0.898 0.039
C -2.472 -0.221 0.451
O -1.347 -0.861 0.200
C -3.430 -1.000 1.290
C -4.784 -0.775 1.116
C -5.714 -1.511 1.840
C -5.290 -2.453 2.760
C -3.933 -2.662 2.973
C -2.988 -1.940 2.240
P -1.257 -2.128 2.644
C -0.591 -0.615 3.312
C 0.793 -0.474 3.428
C 1.315 0.676 4.000
C 0.463 1.681 4.445
C -0.915 1.551 4.306
C -1.450 0.408 3.733
C -0.948 -3.531 3.671
C -1.373 -4.784 3.200
C -1.139 -5.913 3.959
C -0.471 -5.804 5.175
C -0.036 -4.567 5.637
C -0.261 -3.427 4.888
H -5.100 -0.031 0.398
H -6.771 -1.344 1.682
H -6.011 -3.022 3.331
H -3.615 -3.370 3.726
H 1.458 -1.247 3.064
H 2.386 0.785 4.100
H 0.873 2.569 4.907
H -1.574 2.333 4.658
H -2.523 0.298 3.638
H -1.885 -4.864 2.248
H -1.468 -6.881 3.606
H -0.290 -6.691 5.767
H 0.475 -4.494 6.587
H 0.066 -2.463 5.253
F 2.027 -0.006 0.691
*
```

Results of the natural (NBO) charge analysis, in e, for atoms 1 through 8: 1.736 -0.838 -0.236 -0.240 -0.453 -0.247 -0.238 -0.855

[3]
A cluster of 2 separate species, C11H14N2 in total at a distorted geometry, computed with ωB97M-V/def2-TZVPD.

Calculated values
gap between HOMO and LUMO: 9.352 eV
SMILES string: Cc1c[nH]cn1.Cc1ccccc1

```
! wB97M-V def2-TZVPD RIJCOSX def2/J DEFGRID3
* xyz 0 1
C 0.564 1.726 0.713
C 3.257 -1.294 2.151
C 3.790 -0.133 1.598
C 1.894 -1.505 2.164
C 2.922 0.866 1.183
C 1.029 -0.567 1.603
C 1.547 0.647 1.177
H 3.883 -1.912 2.785
H 4.835 -0.039 1.350
H 1.519 -2.364 2.700
H 3.283 1.847 0.905
H -0.045 -0.691 1.626
H 1.032 2.430 0.031
H 0.242 2.221 1.625
H -0.219 1.153 0.229
C -2.978 2.025 -1.793
C -2.038 -1.385 -2.332
C -2.575 0.595 -1.732
C -2.301 -0.095 -0.587
N -2.369 -0.218 -2.816
N -1.945 -1.355 -0.979
H -1.697 -2.234 -2.900
H -1.639 -2.084 -0.408
H -2.304 0.266 0.427
H -2.212 2.619 -2.310
H -3.036 2.447 -0.796
H -3.801 2.187 -2.486
*
```

Results of the natural (NBO) charge analysis, in e, for atoms 1 through 8: -0.635 -0.238 -0.192 -0.191 -0.222 -0.235 0.006 0.213